The following is a quantum chemistry calculation of C4H6As2F13MnO3Pt as an isolated structure at a distorted geometry, from OMol25.

Cartesian coordinates (Å):
As -2.54486 2.80170 0.72275
F -1.51853 4.15351 1.30597
F -1.75669 -0.89823 0.01945
O 2.41268 1.58290 -1.37879
Mn -0.58360 -0.15229 1.63620
F -4.29826 -4.50921 3.10278
F -3.13317 -5.22937 1.05674
F -1.25811 1.78846 1.37455
C 3.32404 1.02520 -2.26754
Pt -3.91028 -0.73779 -0.16571
F -1.92823 -5.25163 3.37130
H 2.84759 1.01428 -3.24783
C 3.38366 -0.44476 -1.86614
O 0.75013 0.71313 0.05130
H 4.73139 2.30041 -1.14592
H 3.41149 -1.06357 -2.76301
As -2.74143 -4.02649 2.34229
H 4.40505 2.84462 -2.78045
H 5.50230 1.46176 -2.38080
F -2.56182 -2.84793 3.69089
F -3.62215 -2.79783 1.39751
F -1.25108 -3.37862 1.47753
C 4.55565 1.95735 -2.16549
F -1.74757 2.62048 -0.87916
H 4.20823 -0.71237 -1.20539
F -3.74044 3.82670 -0.07744
F -3.46297 1.29796 0.27226
O 2.27030 -0.59548 -1.10010
F -3.43563 2.66281 2.31622
C 1.69232 0.59430 -0.71398

Calculated values
Expectation value of S² = 15.76
Total charge = +1
Kohn-Sham gap (alpha / beta) = 6.889 / 5.293 eV
Multiplicity = 8

Atomic partial charges in e from the Mulliken method, atoms 1 to 5: 1.94 -0.46 -0.61 -0.28 1.46

=====

The following is a quantum chemistry calculation of C4H6AuO as an isolated structure at a distorted geometry, from OMol25.

Cartesian coordinates (Å):
O 1.63112 -0.90462 -1.07815
H 0.29326 -2.03418 -2.14049
C -0.62761 -1.29095 -0.37436
H -0.52316 1.91848 -0.51836
H 0.13028 0.84314 2.28080
H -1.62567 -1.49981 -0.76621
C 0.05196 1.29455 0.19007
C 0.46507 -1.49773 -1.18922
H -0.44120 -1.21347 0.70351
Au 1.94834 0.69815 -0.40313
C -0.30585 1.45085 1.47661
H -0.99655 2.23558 1.81894

Calculated values
Expectation value of S² = 3.78
Kohn-Sham gap (alpha / beta) = 6.260 / 6.433 eV
Multiplicity = 4

Atomic partial charges in e from the Mulliken method, atoms 1 to 5: -0.39 0.34 -0.73 0.36 0.25

=====

The following is a quantum chemistry calculation of C4H6B2F8K3O3 as an isolated structure at a distorted geometry, from OMol25.

Cartesian coordinates (Å):
K 1.08371 0.14670 3.41624
O -2.40593 1.18345 -2.94320
K 1.93466 1.06548 -0.21263
H -1.00167 -0.17063 -3.32306
F 1.56158 -0.71103 -0.29004
C -1.06447 -1.33870 -0.77869
K 1.15283 -3.29862 2.48021
F 0.41947 -2.31458 0.65831
B 2.31424 1.81744 2.03976
B 1.30459 -1.39003 0.88458
O -2.76916 0.26186 -0.98384
H -0.61338 1.48419 -2.40975
O -4.37732 1.49445 -1.87097
F 2.55127 0.51536 1.96478
F 0.90755 -0.42461 1.80737
F 2.25255 2.27362 3.33813
H -1.68585 -2.09800 -1.25350
H -1.23663 -1.38443 0.29666
F 1.05982 2.05578 1.49757
F 3.35031 2.33795 1.33384
C -1.21210 0.58729 -2.56849
C -1.42803 0.08008 -1.19027
H -0.05718 -1.69975 -0.98631
H -1.06436 0.67734 -0.35412
F 2.31333 -2.11702 1.38910
C -3.28982 0.96641 -1.94166

Calculated values
Total charge = +1
Kohn-Sham gap = 8.752 eV

Atomic partial charges in e from the Mulliken method, atoms 1 to 5: 1.13 -0.34 1.15 0.32 -0.59

=====

The following is a quantum chemistry calculation of C4H6B2F8KO3 as an isolated structure at a distorted geometry, from OMol25.

Cartesian coordinates (Å):
F 1.09795 -3.65985 -8.20169
F 3.82938 -1.49203 -2.30873
H -3.33272 2.48472 3.28744
C -0.88928 1.16257 2.23312
H -1.28755 1.23376 4.94838
F 3.24086 -2.79690 -0.46036
K 0.05422 -0.30266 -3.55596
O -2.20414 0.81783 2.37281
B 3.45154 -2.76660 -1.81208
C -2.71830 1.59406 3.41905
C -1.45662 2.01514 4.20745
F 0.12629 -3.43580 -6.26915
F 2.19643 -2.45470 -6.74993
C -1.54986 3.44374 4.78993
H -3.42584 1.01744 4.01487
F 4.41714 -3.61436 -2.08097
H -0.74230 3.56921 5.51118
F 0.32785 -1.62581 -7.69587
F 2.29225 -3.20586 -2.38924
O -0.47697 1.96091 3.25058
B 0.90946 -2.77744 -7.20532
H -1.27909 4.19473 4.04777
O -0.12890 0.82606 1.36782
H -2.45180 3.81185 5.27891

Calculated values
Total charge = -1
Kohn-Sham gap = 8.442 eV

Atomic partial charges in e from the Mulliken method, atoms 1 to 5: -0.37 -0.44 0.28 0.60 0.28

=====

The following is a quantum chemistry calculation of a 2-piece molecular cluster, C4H6Br2N3 overall at a distorted geometry, from OMol25.

Cartesian coordinates (Å):
H -4.84999 -0.57075 2.54982
H -1.24471 0.09170 1.62805
H 1.36359 2.10796 0.07078
C 1.39314 -0.25462 -2.21429
N 0.01571 -0.90051 -0.47609
H 0.46655 -0.30796 2.13227
N -0.13489 0.34445 1.53218
C 0.37621 0.22349 0.12220
H 0.15145 1.32361 1.78334
H 0.07007 -2.04693 -2.20729
N 1.63143 0.90769 -1.63531
Br -3.42201 -0.17597 2.50059
C 0.53409 -1.18048 -1.67077
C 1.12367 1.13835 -0.46343
Br 2.52570 -0.70005 -3.65204

Calculated values
Total charge = +1
Kohn-Sham gap = 9.389 eV

Atomic partial charges in e from the Mulliken method, atoms 1 to 5: 0.29 0.19 0.20 0.30 -0.45

=====

The following is a quantum chemistry calculation of C4H6Br6Ca2O3 as an isolated structure at a distorted geometry, from OMol25.

Cartesian coordinates (Å):
Br 1.39170 -4.65131 3.25411
C 0.14194 0.52747 -0.14891
Ca 2.07136 3.13121 -3.05395
Br -2.17508 -2.29543 -1.59037
Br 0.17750 -1.79756 2.57606
H 0.64757 -2.84371 4.76478
Br -3.27319 -0.00413 -3.48869
H -0.08729 -0.38136 -0.69153
O 3.76246 3.69079 -1.55423
H -3.00721 -0.05925 -1.03558
C -3.37713 -0.79817 -1.72816
Br -5.16829 -1.24317 -1.28016
H 4.52942 3.15446 -1.80148
C 0.22387 -3.26249 3.86614
H -0.77110 0.94011 0.30519
Br -1.53683 -3.91519 4.15072
C 0.68129 1.60223 -1.02626
Ca 3.14999 3.73134 0.55171
O 0.38818 1.61662 -2.24261
O 1.46696 2.52527 -0.55184
H 0.76388 0.33225 0.72506

Calculated values
Total charge = +2
Kohn-Sham gap = 5.378 eV

Atomic partial charges in e from the Mulliken method, atoms 1 to 5: 0.03 -0.68 1.56 -0.02 0.03

=====

The following is a quantum chemistry calculation of C4H6Br9NO2 as an isolated structure, from OMol25.

Cartesian coordinates (Å):
C -3.16847 4.21136 1.62454
Br -3.99435 3.86478 -0.06564
H -1.29631 -0.22675 -0.01155
Br 5.01178 -2.84248 0.12112
H -1.28687 0.21128 -1.75610
C 4.01240 -1.51807 -0.80327
Br -4.34427 3.77827 3.06476
H -1.45800 1.46594 -0.45453
H -0.25532 -4.59053 0.06680
H -2.91461 5.25704 1.67823
Br -2.18338 -3.17775 0.82008
Br 0.89734 -2.91518 1.41650
C -1.02163 0.51792 -0.75190
Br -0.15770 -2.74202 -1.56933
N 0.44700 0.67974 -0.66074
Br 4.70877 0.22612 -0.42595
O 0.95165 1.54785 -1.34032
Br -1.53938 3.24609 1.78228
C -0.41325 -3.53049 0.17857
H 3.02108 -1.49812 -0.37326
Br 3.93954 -1.91811 -2.64622
O 1.04396 -0.04690 0.10591

Calculated values
Kohn-Sham gap = 9.787 eV

Atomic partial charges in e from the Mulliken method, atoms 1 to 5: -0.31 -0.03 0.26 -0.02 0.31

=====

The following is a quantum chemistry calculation of the molecule C4H6BrCl2NO2 at a distorted geometry, from OMol25.

Cartesian coordinates (Å):
H 1.53029 0.37347 0.76642
H 0.76984 1.05847 -0.75922
O -2.43172 1.92629 1.17912
Cl -3.16927 -0.81197 1.90737
C -3.04860 -0.53066 0.23367
C -0.52421 -0.24891 0.61528
H -0.67766 -1.37700 0.71356
C 0.85736 0.21634 0.01626
C -1.68250 0.25954 -0.20467
H 1.21971 -0.58428 -0.65987
Br -4.62867 0.44400 -0.57840
O -1.17748 2.47914 -0.49481
Cl -2.83521 -2.05772 -0.64367
H -0.48284 0.35428 1.63244
N -1.81092 1.67473 0.15442
H -1.45183 0.27431 -1.22588

Calculated values
Kohn-Sham gap = 10.576 eV

Atomic partial charges in e from the Mulliken method, atoms 1 to 5: 0.39 0.30 -0.50 -0.05 0.38

=====

Short version: E_tot = -7421.5869; -366.6167; -3030.1574; -1830.8510; -5468.0209; -17180.6049; -23527.2417; -3855.5123 Eh, in the order given.